[1]
{
  "formula": "C18H31N4",
  "method": "ωB97M-V/def2-TZVPD",
  "species": ["C", "C", "C", "N", "C", "C", "C", "C", "C", "C", "C", "C", "C", "C", "C", "C", "C", "N", "N", "C", "N", "C", "H", "H", "H", "H", "H", "H", "H", "H", "H", "H", "H", "H", "H", "H", "H", "H", "H", "H", "H", "H", "H", "H", "H", "H", "H", "H", "H", "H", "H", "H", "H"],
  "xyz": [[3.53112, -3.16515, -0.64976], [2.75654, -3.16670, -1.82708], [1.45191, -2.95763, -1.46473], [1.39265, -2.82701, -0.10267], [0.24024, -2.55328, 0.72777], [-1.05243, -3.17766, 0.21663], [-2.07488, -2.21644, -0.39380], [-3.10781, -1.69785, 0.58536], [-2.69122, -0.54552, 1.50801], [-3.27714, 0.81913, 1.12754], [-3.37885, 1.17537, -0.35222], [-2.09683, 1.34544, -1.19311], [-0.74879, 1.48957, -0.47703], [-0.06980, 2.84541, -0.76885], [1.12639, 2.74821, -1.69405], [2.32139, 2.00012, -1.10787], [2.65921, 2.46395, 0.24089], [3.32659, 3.52894, 0.57018], [3.39049, 3.50175, 1.90567], [2.78860, 2.45254, 2.41549], [2.31410, 1.78652, 1.37441], [2.65694, -2.95859, 0.38452], [4.58575, -3.31289, -0.58440], [3.13570, -3.28849, -2.81763], [0.58503, -2.89277, -2.08659], [0.10718, -1.47389, 0.76177], [0.43208, -2.86217, 1.74288], [-1.52685, -3.77046, 0.98657], [-0.78280, -3.86596, -0.57099], [-1.54859, -1.43027, -0.92569], [-2.60700, -2.78109, -1.14840], [-3.36175, -2.54167, 1.21548], [-4.03414, -1.43868, 0.09555], [-1.62105, -0.52586, 1.66351], [-3.10227, -0.77321, 2.48271], [-4.28800, 0.81682, 1.51111], [-2.75092, 1.62201, 1.63332], [-3.99541, 0.41617, -0.81101], [-3.95237, 2.08799, -0.43411], [-2.22147, 2.23777, -1.78789], [-2.04721, 0.54695, -1.91758], [-0.77989, 1.35583, 0.59730], [-0.07283, 0.73086, -0.85974], [-0.78371, 3.50287, -1.24256], [0.19474, 3.34597, 0.15764], [0.81554, 2.21653, -2.58625], [1.44718, 3.72206, -2.03183], [2.21425, 0.92484, -1.11137], [3.18557, 2.19465, -1.72826], [3.86712, 4.18489, 2.47422], [2.69896, 2.16866, 3.44007], [1.81597, 0.91091, 1.43896], [2.93277, -2.91948, 1.41788]],
  "forces_ev_per_a": [[-0.48, 0.12, -0.11], [0.01, 0.15, 0.01], [0.03, 0.11, -0.09], [0.36, -0.37, 0.23], [-0.50, 0.50, -0.21], [0.02, 0.10, -0.46], [-0.02, -0.25, -0.07], [0.25, 0.07, 0.56], [-0.42, -0.08, -0.04], [0.36, 0.02, -0.38], [0.14, -0.19, 0.09], [-0.16, -0.10, 0.36], [0.54, 0.47, -0.37], [-0.15, -0.04, 0.10], [-0.28, -0.33, -0.08], [0.32, 0.30, -0.54], [0.13, -0.21, 0.05], [0.29, 0.54, -0.51], [-0.11, -0.28, 1.15], [0.00, 0.05, -0.27], [-0.27, -0.55, 0.42], [0.89, 0.01, 0.07], [0.36, -0.07, 0.13], [-0.04, -0.10, -0.40], [-0.33, 0.02, -0.08], [-0.07, 0.34, 0.06], [0.38, -0.27, 0.25], [-0.10, -0.14, 0.28], [0.16, -0.42, -0.08], [0.07, 0.35, -0.09], [-0.19, -0.11, -0.32], [-0.16, -0.29, 0.17], [-0.26, 0.12, -0.33], [0.43, 0.08, -0.20], [0.00, 0.00, 0.42], [-0.37, 0.21, 0.11], [0.12, 0.13, 0.37], [-0.19, -0.17, -0.35], [-0.21, 0.30, 0.12], [-0.13, 0.26, -0.28], [0.12, -0.38, -0.14], [-0.41, -0.18, 0.26], [0.10, -0.45, 0.03], [-0.25, 0.27, -0.08], [0.19, 0.18, 0.27], [0.00, -0.15, -0.29], [0.13, 0.41, 0.07], [-0.29, -0.35, 0.15], [0.29, 0.05, -0.20], [0.17, 0.38, -0.41], [0.03, 0.03, 0.40], [-0.09, -0.08, -0.21], [-0.43, 0.02, 0.45]],
  "homo_lumo_gap_ev": 7.2265,
  "e_lumo_ev": -3.335,
  "total_charge": 1,
  "homo_ha": -0.3881
}

[2]
{
  "formula": "C18H31N4O5Tc",
  "method": "ωB97M-V/def2-TZVPD",
  "species": ["Tc", "C", "O", "C", "C", "O", "C", "H", "H", "H", "H", "H", "H", "H", "H", "H", "H", "C", "C", "C", "C", "C", "C", "O", "N", "C", "O", "N", "C", "O", "H", "H", "H", "H", "H", "H", "H", "H", "H", "H", "H", "N", "C", "N", "C", "C", "C", "C", "C", "H", "H", "H", "H", "H", "H", "H", "H", "H", "H"],
  "xyz": [[0.90944, 1.12688, 0.23896], [3.86497, 0.19513, 1.12433], [2.90822, 1.25427, 0.71740], [3.44871, 2.62510, 0.89471], [2.51393, 3.53749, 0.15238], [1.13196, 3.18547, 0.50198], [0.64392, 3.76585, 1.77871], [4.81925, 0.41826, 0.65751], [3.47600, -0.74665, 0.76000], [3.94513, 0.20672, 2.20754], [4.44493, 2.66113, 0.45684], [3.51268, 2.82102, 1.96338], [2.58827, 3.41303, -0.92719], [2.69794, 4.58170, 0.39933], [0.94069, 4.81107, 1.79597], [1.06548, 3.23137, 2.62942], [-0.43655, 3.68722, 1.77052], [-2.97913, -0.89213, -1.50300], [-2.99543, 0.41968, -2.28278], [-2.61258, 1.67759, -1.44399], [-2.57926, 2.94029, -2.33411], [-2.17674, 4.19881, -1.56856], [-3.66506, 1.85606, -0.33188], [-4.78783, 2.13377, -0.60264], [-3.28383, 1.66672, 1.02408], [-2.03325, 1.42941, 1.49904], [-1.67050, 1.33556, 2.63355], [-1.07862, 1.31417, 0.43776], [-1.30809, 1.45350, -0.84033], [-0.14943, 1.33838, -1.46067], [-3.28325, -1.70806, -2.15622], [-3.67474, -0.88158, -0.66096], [-1.97694, -1.13277, -1.12482], [-3.99529, 0.62606, -2.66280], [-2.32245, 0.37206, -3.13967], [-3.58184, 3.04116, -2.74615], [-1.90290, 2.75465, -3.16895], [-2.87832, 4.42720, -0.76333], [-2.17576, 5.05661, -2.23712], [-1.16669, 4.11929, -1.14493], [-4.01548, 1.77509, 1.72172], [0.84570, -0.82133, 0.21044], [0.75213, -2.00362, 0.27521], [0.65635, -3.24830, 0.34303], [0.62759, -4.11087, -0.90049], [1.69247, -5.18614, -0.77116], [1.52030, -5.98466, 0.52093], [1.56176, -5.07473, 1.75006], [0.52814, -3.96194, 1.67275], [0.77023, -3.47491, -1.77178], [-0.37270, -4.54475, -0.93517], [2.68300, -4.72353, -0.80501], [1.60640, -5.82621, -1.64900], [2.31167, -6.72619, 0.59703], [0.58005, -6.54195, 0.49561], [2.55920, -4.64369, 1.87130], [1.34164, -5.63554, 2.65845], [0.64243, -3.23094, 2.47065], [-0.48797, -4.35730, 1.70213]],
  "forces_ev_per_a": [[-1.03, 0.25, -1.01], [0.04, 0.09, 0.00], [0.03, 0.04, 0.04], [0.00, -0.12, -0.01], [-0.09, 0.04, 0.03], [0.11, -0.26, 0.22], [0.04, 0.16, -0.04], [0.02, 0.01, -0.05], [-0.07, -0.01, -0.02], [-0.01, 0.03, 0.04], [0.04, -0.05, -0.02], [-0.04, -0.02, 0.06], [-0.04, -0.02, -0.05], [-0.05, 0.04, 0.00], [0.00, 0.02, -0.03], [0.03, -0.04, -0.03], [-0.02, -0.03, -0.05], [-0.01, 0.09, -0.01], [0.02, -0.13, 0.01], [-0.20, -0.09, -0.03], [0.08, 0.21, 0.06], [-0.05, -0.06, -0.04], [-0.05, 0.01, 0.02], [-0.04, -0.03, 0.06], [0.07, 0.00, -0.11], [-0.18, 0.05, 0.06], [0.09, -0.03, -0.07], [0.47, 0.03, 0.29], [0.29, -0.06, 0.12], [0.57, -0.10, 0.67], [0.01, 0.00, 0.00], [0.02, 0.01, -0.01], [-0.03, 0.01, -0.01], [-0.03, 0.01, -0.02], [0.00, 0.03, -0.01], [-0.04, 0.02, 0.00], [0.02, -0.03, -0.01], [0.00, -0.02, 0.00], [0.02, 0.02, -0.01], [-0.04, 0.00, -0.04], [-0.08, 0.02, -0.05], [0.19, -0.35, 0.10], [-0.01, 0.61, -0.04], [-0.12, -0.23, 0.00], [0.05, -0.20, -0.03], [0.01, 0.07, 0.16], [-0.02, 0.03, 0.00], [0.00, 0.04, -0.15], [0.06, -0.20, 0.07], [0.01, 0.10, 0.06], [-0.04, 0.04, 0.05], [0.00, -0.02, -0.03], [0.01, -0.05, 0.00], [0.04, -0.04, 0.01], [-0.03, 0.04, -0.01], [-0.01, 0.00, 0.00], [0.04, -0.04, 0.02], [0.00, 0.09, -0.06], [-0.03, 0.03, -0.09]],
  "homo_lumo_gap_ev": [6.4451, 6.0638],
  "e_lumo_ev": [-12.469, -12.852],
  "s_squared": 3.787,
  "total_charge": 3,
  "homo_ha": [-0.6951, -0.6952],
  "de_lowest_kcal_mol": 0.0,
  "spin_multiplicity": 4
}